No. 1
This record from OMol25 describes one molecule with the formula C19H27N3O6S at a distorted geometry. The level of theory is the ωB97M-V functional and the def2-TZVPD basis.

Positions of all 56 atoms, in Å:
C -0.948585 1.710077 -2.742409
C -2.126623 0.756174 -2.846434
O -2.686681 0.548011 -1.560672
C -3.778843 -0.348712 -1.563491
C -3.355861 -1.829384 -1.623123
C -3.601234 -2.576910 -0.306793
N -2.954193 -1.918705 0.805268
C -1.630646 -2.008697 1.011392
O -0.886482 -2.794037 0.465918
C -1.136347 -0.980426 2.042070
N -1.193159 0.363252 1.493089
C -2.328380 1.087121 1.642713
O -3.329979 0.634517 2.168078
C -2.267205 2.488084 1.069556
O -0.984968 3.080631 1.134106
C 0.007576 2.275243 0.666427
C 1.135578 2.842578 0.090325
C 2.122795 2.025764 -0.434073
C 1.959660 0.654339 -0.403376
S 3.183214 -0.385307 -1.219758
O 3.973536 0.466699 -2.058741
O 2.496693 -1.494818 -1.805329
N 4.211284 -0.997329 -0.060869
C 3.628273 -1.890164 0.917057
C 3.378571 -1.045432 2.183496
C 4.196804 0.240520 1.970107
C 4.980062 -0.017708 0.672337
C 0.859046 0.068387 0.195486
C -0.106838 0.880456 0.774889
H -0.147678 1.258941 -2.164023
H -1.252168 2.637268 -2.262648
H -0.575894 1.933999 -3.737649
H -1.792048 -0.196607 -3.276969
H -2.901411 1.176537 -3.507958
H -4.321778 -0.139829 -0.637312
H -4.441826 -0.106785 -2.406134
H -3.885054 -2.347580 -2.422911
H -2.286572 -1.876088 -1.837175
H -4.669375 -2.642028 -0.091369
H -3.185880 -3.584535 -0.389050
H -3.455349 -1.175508 1.276130
H -0.110129 -1.210649 2.330996
H -1.785440 -1.003208 2.921972
H -2.604199 2.417721 0.022763
H -2.944390 3.139415 1.624494
H 1.211702 3.916833 0.048958
H 2.996730 2.435733 -0.913010
H 2.732106 -2.339887 0.494439
H 4.351106 -2.685329 1.122469
H 3.702154 -1.584396 3.072213
H 2.320846 -0.812141 2.296776
H 4.868489 0.441338 2.802416
H 3.537029 1.099966 1.849308
H 5.112532 0.864379 0.049423
H 5.961566 -0.448419 0.891950
H 0.747877 -1.003374 0.164634

Forces on the atoms, in the same order (eV/Å):
C -0.3504 -0.3141 0.0780
C 0.1002 0.1291 -0.1909
O 0.2428 0.1650 0.1575
C -0.1171 -0.2138 -0.1127
C -0.1061 0.1401 0.2065
C 0.2059 -0.1364 -0.3686
N -0.4850 0.0638 -0.0539
C 0.0205 0.3975 0.6803
O 0.2901 -0.2617 -0.3146
C -0.0552 -0.2847 0.0132
N 0.0277 -0.0985 0.1669
C 0.0600 0.3124 -0.0174
O -0.2569 0.0841 0.0242
C -0.5614 0.0265 -0.1917
O 0.4249 -0.0816 0.1483
C 0.2105 -0.1719 -0.2056
C -0.2054 -0.1475 0.1512
C 0.0258 0.0890 -0.0688
C 0.5055 -0.3180 -0.3500
S 0.1611 -0.0169 -0.1504
O 0.0272 0.2416 0.2661
O -0.2275 -0.1395 0.3295
N -0.5318 0.2607 -1.0160
C -0.3463 -0.4667 0.3237
C 0.0200 -0.0666 0.0660
C 0.0862 0.0310 0.0347
C 0.3343 0.5437 0.2561
C -0.1883 0.0729 0.0327
C 0.3476 0.3833 -0.1857
H 0.1153 -0.0158 0.0537
H -0.0170 0.1347 0.0269
H 0.0767 0.0504 -0.1021
H -0.0683 0.0355 0.0063
H 0.0745 -0.0993 0.0553
H -0.0572 -0.0267 -0.0766
H 0.0143 0.0081 0.1068
H 0.0430 -0.0461 -0.0654
H -0.0005 -0.0222 -0.0783
H 0.0552 -0.0514 0.0179
H -0.1807 0.0462 0.0396
H 0.1494 -0.0380 0.0884
H -0.1143 -0.0063 -0.0750
H 0.1297 0.0066 -0.0969
H 0.0494 0.0100 0.1837
H 0.0781 -0.2089 -0.0357
H -0.0049 0.1388 -0.0255
H 0.0733 0.1280 -0.0701
H 0.0094 -0.1795 0.1265
H -0.0950 0.0279 -0.0487
H -0.0606 -0.0197 0.0307
H 0.0109 -0.0404 0.0515
H -0.0081 0.0705 0.0235
H 0.0434 -0.0086 0.0448
H 0.1943 0.0388 0.1064
H -0.0388 0.0576 -0.0639
H -0.1301 -0.2131 0.0676

Values from the calculation:
2S+1: 1
Orbital gap, eV: 9.440
LUMO energy, eV: 0.60
SMILES string: CCOCCCNC(=O)CN1C(=O)COc2ccc(S(=O)(=O)N3CCCC3)cc21
DFT total energy, eV: -47732.1301
HOMO, eV: -8.84
ΔE to the lowest compared entry with this formula, charge and spin, kJ/mol: 153.5

Results of the natural (NBO) charge analysis, in e, for atoms 1 through 8: number 1, C, carries -0.616; number 2, C, carries -0.061; number 3, O, carries -0.566; number 4, C, carries -0.065; number 5, C, carries -0.452; number 6, C, carries -0.218; number 7, N, carries -0.628; number 8, C, carries 0.666

=====

No. 2
This record from OMol25 describes a 2-piece molecular cluster, CH3N3S overall at a distorted geometry. The level of theory is the ωB97M-V functional and the def2-TZVPD basis.

Positions of all 8 atoms, in Å:
N -0.199528 -1.011587 -0.104527
N 0.138184 -0.630884 1.161575
S 0.809318 -1.686682 2.137998
H 0.122016 -1.898653 -0.412328
H -0.123943 -0.128858 -0.648178
C 0.005090 2.508045 0.707440
N -0.249953 1.480272 0.261601
H 0.088196 3.406087 1.229662

Forces on the atoms, in the same order (eV/Å):
N 0.5535 2.3556 2.1637
N -0.1125 -2.0099 -1.1649
S -0.2281 -0.0926 -0.1264
H 0.4809 -0.8228 -0.3609
H -0.5230 -1.3011 -0.0209
C -0.7550 -1.4713 -0.3976
N 0.2251 2.4030 -0.5258
H 0.3591 0.9391 0.4328

Values from the calculation:
2S+1: 1
Orbital gap (alpha / beta), eV: 7.969 / 7.968
LUMO energy (alpha / beta), eV: -0.12 / -0.12
SMILES string: NN=S.C#N
DFT total energy, eV: -16387.9391
HOMO (alpha / beta), eV: -8.08 / -8.08
ΔE to the lowest compared entry with this formula, charge and spin, kJ/mol: 129.3

Want to see where the charge sits? The natural (NBO) charges in e are: number 1, N, carries -0.583; number 2, N, carries -0.310; number 3, S, carries 0.112; number 4, H, carries 0.360; number 5, H, carries 0.418; number 6, C, carries 0.128; number 7, N, carries -0.353; number 8, H, carries 0.228